Run P
Here is a cluster of 2 separate species, C5H16NO in total from the Open Molecules 2025 dataset. Energies are from wB97M-V/def2-TZVPD.

Values from the calculation:
E_HOMO (alpha / beta) = -3.015 / -11.775 eV
Frontier orbital gap (alpha / beta) = 3.606 / 12.199 eV
2S+1 = 2
Expectation value of S² = 0.750

Last column: Löwdin spin population.
Element x y z (Å)
1 H 1.3165 1.1999 0.2515  0.0056
2 H -1.4269 -0.2967 -1.7293  0.1549
3 H 0.4135 -2.4288 1.2403  0.0020
4 H -1.7460 1.1279 0.2176  0.0442
5 N -0.7100 0.3985 -1.4156  0.1687
6 H 1.3700 -0.9712 1.0269  0.0021
7 C -1.0776 -0.4240 2.3116  0.0052
8 C -0.7759 0.6508 0.0640  0.0918
9 C 0.3314 1.6246 0.4347  0.0425
10 H 2.5884 0.6079 -2.4901  0.0208
11 H -0.9058 1.2765 -1.9579  0.1736
12 H 2.4751 -0.9146 -2.4804  0.0162
13 H 0.2672 1.8721 1.4967  0.0034
14 H -2.0178 0.1172 2.4444  0.0027
15 C -0.7827 -0.6769 0.8391  0.0326
16 C 0.4884 -1.5020 0.6660  0.0264
17 O 2.0102 -0.1132 -2.2050  0.0844
18 H -1.6100 -1.2482 0.4018  0.0297
19 H -0.2869 0.1604 2.7820  0.0010
20 H -1.1750 -1.3729 2.8387  0.0007
21 H 0.2200 0.0535 -1.7235  0.0395
22 H 0.6432 -1.8030 -0.3708  0.0214
23 H 0.2211 2.5619 -0.1105  0.0308

***

Run Q
Here is a cluster of 2 separate species, C5H16NO in total from the Open Molecules 2025 dataset. Energies are from wB97M-V/def2-TZVPD.

Values from the calculation:
E_HOMO (alpha / beta) = -3.473 / -11.546 eV
Frontier orbital gap (alpha / beta) = 4.113 / 12.083 eV
2S+1 = 2
Expectation value of S² = 0.751

Last column: Löwdin spin population.
Element x y z (Å)
1 C 1.1731 -0.4520 1.8320  0.0030
2 N -1.5517 -0.9393 -1.9917  0.2375
3 H -3.5724 0.5413 1.6053  0.0024
4 H -1.7739 -1.0317 -3.0067  0.1550
5 H 0.2891 0.0662 2.2102  0.0008
6 H -0.8200 -0.4867 0.2547  0.0198
7 H -0.0826 0.4821 -2.4376  0.0340
8 H -0.4203 1.0670 -0.2274  0.0090
9 C -0.0482 0.0465 -0.2976  0.0374
10 H 1.3624 2.1410 0.2836  0.0004
11 H 1.9827 -0.7613 -0.1489  0.0015
12 H 2.6653 1.5130 1.1544  0.0000
13 H -1.6227 -1.9295 -1.6173  0.1725
14 C 2.0625 1.3114 0.2654  0.0004
15 C 1.3314 -0.0548 0.3537  0.0049
16 H 0.5648 -1.0951 -2.0819  0.0381
17 O -2.6516 0.5363 1.3246  0.0434
18 H 1.9954 -0.0723 2.4340  0.0002
19 C -0.1802 -0.3686 -1.7670  0.1287
20 H -2.2566 -0.2850 -1.5867  0.1057
21 H -2.2263 -0.0444 1.9749  0.0028
22 H 1.0426 -1.5118 2.0500  0.0023
23 H 2.7371 1.3277 -0.5802  0.0001

***

Q: Which of them is the most stable? A: run P.

***

Run P
Here is a cluster of 2 separate species, C5H9NO4S in total from the Open Molecules 2025 dataset. Energies are from wB97M-V/def2-TZVPD.

Values from the calculation:
E_HOMO = -9.788 eV
Frontier orbital gap = 10.317 eV

Last column: Mulliken charge in e.
Element x y z (Å)
1 C 2.0383 -2.4605 0.1624  -0.4273
2 N 1.4525 -1.3530 0.0785  -0.2507
3 S -1.9369 -0.5587 -0.0209  0.4946
4 O -1.0614 -0.0709 -1.1091  -0.6111
5 C 1.8448 1.0541 0.2107  0.5896
6 H -3.4241 1.3835 -1.3761  0.2121
7 H -2.6659 1.2006 1.5972  0.3710
8 H 3.1760 -0.3982 -0.6937  0.4355
9 O 0.6215 1.5315 0.1275  -0.4348
10 C -3.3992 1.6899 -0.3411  -0.5926
11 C 2.0946 -0.2481 -0.5764  -0.6769
12 C -2.7514 0.9692 0.5499  -0.0932
13 H -3.9065 2.6109 -0.1050  0.2636
14 O -0.9616 -0.7961 1.2637  -0.4396
15 H 0.0114 0.9650 -0.4325  0.3476
16 H -0.0545 -1.0496 0.9471  0.5449
17 H 1.5321 -3.2746 0.6590  0.2612
18 H 1.6282 -0.1330 -1.5616  0.3296
19 H 3.0440 -2.6489 -0.2160  0.2682
20 O 2.7182 1.5868 0.8364  -0.5917

***

Run Q
Here is an isolated molecule of C5H9NO4S from the Open Molecules 2025 dataset. Energies are from wB97M-V/def2-TZVPD.

Values from the calculation:
E_HOMO (alpha / beta) = -8.565 / -8.567 eV
Frontier orbital gap (alpha / beta) = 7.395 / 7.402 eV

Last column: Mulliken charge in e.
Element x y z (Å)
1 O -1.1082 1.1045 1.3898  -0.6047
2 O -0.3061 2.2206 -0.9765  -0.5573
3 C -0.4440 -1.0519 -1.6423  -0.4380
4 H 0.2164 -1.8790 -1.4497  0.3698
5 H 0.2204 -0.3088 2.0536  0.2928
6 H 1.3692 2.2495 0.2332  0.3553
7 H -2.0404 0.8639 1.4037  0.3675
8 C -0.3287 -0.0372 1.1341  0.0153
9 O 2.7976 -0.2605 -0.5695  -0.6611
10 O 1.7096 -1.6598 0.6751  -0.5987
11 S -1.9267 -1.0182 -0.8280  -0.0210
12 C 0.8718 1.6196 -0.5254  -0.7259
13 H -0.5786 -2.1625 0.8094  0.4161
14 H -0.3854 -0.5564 -2.5952  0.3284
15 C -1.2054 -1.2725 0.8160  -0.9562
16 H -2.0022 -1.3820 1.5511  0.5362
17 H -0.8941 2.3277 -0.2165  0.3841
18 H 1.5390 1.5512 -1.3896  0.3920
19 N 1.8075 -0.5918 0.0665  1.0172
20 C 0.6883 0.2435 0.0600  0.0880

***

Q: Which of them is the most stable? A: run P.

***

Run P
Here is a structure of composition C3H14NO2S2 from the Open Molecules 2025 dataset. Energies are from wB97M-V/def2-TZVPD.

Values from the calculation:
E_HOMO = -13.743 eV
Frontier orbital gap = 4.891 eV
Total charge = +1

Last column: Mulliken charge in e.
Element x y z (Å)
1 H -0.8423 0.3484 0.2310  -0.0538
2 C 0.0906 0.9331 0.3197  -0.3855
3 H -0.1579 1.6989 1.0684  0.4612
4 H 2.2982 -1.6473 -0.0883  0.2777
5 H -2.2752 -1.6788 0.5271  0.3759
6 H -4.0034 -0.6070 -1.4132  0.2688
7 H 0.9077 0.2553 2.9124  0.3693
8 C 1.0091 -0.5394 2.1435  -0.9304
9 O -1.3528 -2.0698 1.3046  -0.7465
10 H 2.2201 0.7867 0.8371  0.3774
11 H 4.1362 2.7238 -1.0228  0.3170
12 O 3.5475 1.9881 -0.8340  -0.5676
13 H -2.2218 -0.5780 -1.5340  0.1375
14 H 2.6070 2.2115 -0.9815  0.2580
15 H 1.1934 -0.7651 -1.1214  0.1996
16 H 1.6996 -1.3297 2.5054  0.4490
17 C 1.3309 0.1449 0.7958  0.2849
18 S 0.4853 1.7095 -1.2728  0.0434
19 S -3.4596 -1.3977 -0.4496  -0.3365
20 H 0.0297 -1.0148 1.9145  0.1419
21 H -1.7389 -2.6129 2.0017  0.2835
22 N 1.6918 -0.8182 -0.2065  -0.2248

***

Run Q
Here is a cluster of 3 separate species, C3H14NO2S2 in total from the Open Molecules 2025 dataset. Energies are from wB97M-V/def2-TZVPD.

Values from the calculation:
E_HOMO = -11.472 eV
Frontier orbital gap = 8.287 eV
Total charge = +1

Last column: Mulliken charge in e.
Element x y z (Å)
1 H 2.3063 -0.8432 -0.8098  0.3384
2 H -1.6550 3.6507 -0.8558  0.2928
3 H 0.0915 -3.3422 1.4624  0.3844
4 H -0.7982 -2.3773 0.4076  0.3132
5 C -1.1206 2.8691 -0.2237  -0.6791
6 H -0.0779 3.0326 0.1196  0.1856
7 H 3.7484 2.1024 1.0957  0.2949
8 C 1.2640 -1.5621 0.9543  -0.5107
9 H 3.0785 3.1808 1.4501  0.3018
10 C 1.4415 -0.5663 -0.1303  -0.1820
11 H 2.0179 0.3481 0.3067  0.0284
12 H 0.6366 -3.1740 -0.1287  0.3532
13 S -1.3498 1.2048 -0.9377  -0.0086
14 H -3.2538 -2.1218 1.1646  0.3385
15 H -1.6343 2.9633 0.7229  0.3063
16 H 0.7999 -1.0715 1.9380  0.2861
17 O 3.2701 2.3869 1.8507  -0.6086
18 O -2.6881 -2.4401 0.4238  -0.6861
19 N 0.1961 -2.7197 0.6357  -0.3110
20 S 0.1142 -0.1494 -1.1972  -0.1216
21 H -3.1585 -2.0266 -0.2763  0.3141
22 H 2.1310 -2.1884 1.3125  0.3701

***

Q: Which of them is the most stable? A: run Q.